ORCA calculation (ωB97M-V with the def2-TZVPD basis set) on a cluster of 4 separate species, C3H12O4 in total.

Structure (XYZ):
```
19
Properties=species:S:1:pos:R:3:forces:R:3
C 0.811 -0.040 0.613 -2.23 3.72 -3.47
C -0.334 0.605 0.246 -0.72 -2.40 1.06
C -0.663 1.710 -0.767 -1.11 -2.68 0.69
O -1.434 0.239 1.006 -2.94 -0.88 -1.26
H 1.492 0.469 -0.014 2.11 -0.42 -0.03
H 0.992 -0.718 1.363 0.11 -1.34 1.38
H 0.240 2.182 -0.912 1.53 1.97 -0.25
H -1.006 1.383 -1.769 -0.01 -0.34 0.68
H -1.483 2.204 -0.243 0.46 0.83 -0.44
H -2.270 0.030 0.427 2.45 0.91 1.47
O -0.869 -3.363 2.020 -1.43 -0.96 1.68
H -0.002 -3.618 1.817 1.88 -0.55 -0.46
H -1.090 -2.680 1.434 -0.43 1.58 -1.21
O 1.606 2.703 0.832 -0.99 -0.73 0.98
H 1.686 2.154 1.638 -0.16 0.39 -0.72
H 2.438 3.115 0.737 1.49 0.86 -0.14
O 0.562 -1.442 -3.723 2.38 0.63 2.59
H 1.210 -1.303 -2.932 -0.99 0.22 -2.44
H -0.014 -1.966 -3.186 -1.40 -0.82 -0.11
```
Forces are in eV/Å.

Calculated values
- HOMO: -9.06 eV
- LUMO: 0.34 eV
- Structure (SMILES): C=C(C)O.O.O.O
- Total energy: -11493.3748 eV
- Gap between HOMO and LUMO: 9.40 eV
- Relative energy (zero: lowest compared OMol25 entry of this formula, charge and spin): 55.1 kcal/mol

Here are the Mulliken charges for atoms 1 to 8, given in e: -1.430, 1.055, -1.171, -0.568, 0.367, 0.438, 0.346, 0.322

ORCA calculation (ωB97M-V with the def2-TZVPD basis set) on a structure of composition BrCaO8P2Zn4.

Structure (XYZ):
```
16
Properties=species:S:1:pos:R:3:forces:R:3
Ca -17.837 -13.079 -10.288 1.80 -0.98 0.03
Zn -19.132 -11.588 -15.930 0.13 0.68 -1.35
Zn -17.322 -14.027 -13.977 2.49 -2.57 -0.22
Zn -20.417 -10.088 -12.537 -1.01 0.22 -0.06
Zn -22.467 -13.455 -12.195 -0.78 0.62 0.30
P -19.470 -12.736 -13.493 0.47 0.54 2.08
O -18.240 -13.168 -12.514 -3.92 2.62 0.05
O -19.624 -11.197 -13.904 0.05 -0.62 1.83
O -20.815 -13.236 -13.014 1.97 -0.30 -0.84
O -18.844 -13.192 -14.810 -0.26 -1.36 -1.74
P -15.514 -15.206 -11.924 0.75 -0.07 0.61
O -16.033 -14.028 -11.028 -1.35 0.01 0.54
O -14.250 -14.422 -12.399 -0.64 -1.34 0.31
O -16.522 -15.431 -13.080 -0.69 0.94 -1.28
O -15.421 -16.549 -11.225 0.75 1.53 -0.32
Br -22.428 -11.034 -11.540 0.22 0.08 0.08
```
Forces are in eV/Å.

Calculated values
- HOMO: -15.81 eV
- Net charge: +3
- LUMO: -13.85 eV
- Total energy: -317082.2332 eV
- Gap between HOMO and LUMO: 1.96 eV

Here are the Mulliken charges for atoms 1 to 8, given in e: 1.714, 0.702, 0.316, 0.516, 0.675, 1.518, -0.501, -0.647

ORCA calculation (ωB97M-V with the def2-TZVPD basis set) on a structure of composition C21H36HgP2.

Structure (XYZ):
```
60
Properties=species:S:1:pos:R:3:forces:R:3
P -0.351 -2.339 -2.450 0.52 1.80 -0.46
P 0.146 1.611 -2.059 -1.06 -0.69 2.62
C -0.804 -0.767 -3.272 -0.19 -0.54 -0.41
C 0.353 0.233 -3.233 0.69 0.46 -0.73
H -1.732 -0.376 -2.817 0.57 -0.10 -0.19
H -1.041 -1.013 -4.321 0.03 0.02 0.26
H 1.341 -0.221 -3.010 -0.78 0.09 0.04
H 0.449 0.701 -4.225 -0.20 0.25 0.10
C -1.233 2.574 -2.761 0.11 0.80 -0.64
H -1.588 3.330 -2.041 0.10 -0.32 -0.26
H -2.071 1.918 -3.056 0.47 0.22 0.39
H -0.892 3.093 -3.668 -0.08 0.11 0.14
C 1.615 2.642 -2.410 0.33 0.64 -1.70
H 1.496 3.086 -3.403 0.46 0.28 -0.05
H 2.544 2.065 -2.383 -0.27 0.14 -0.04
H 1.674 3.434 -1.656 -0.09 -0.14 -0.18
C -1.821 -3.318 -2.233 -0.48 -0.69 -0.49
H -1.712 -4.005 -1.384 0.02 0.15 -0.17
H -1.957 -3.899 -3.154 -0.21 -0.08 0.27
H -2.704 -2.684 -2.090 0.32 -0.11 0.06
C 0.820 -3.176 -3.533 -0.37 -0.33 -0.39
H 1.581 -2.475 -3.904 -0.28 -0.20 0.32
H 0.251 -3.574 -4.383 0.27 -0.02 0.05
H 1.295 -4.006 -2.989 -0.08 0.26 -0.15
Hg -0.311 -1.079 3.933 0.21 -0.47 0.11
C 0.278 1.606 -0.257 1.82 1.03 -0.22
C -1.019 0.981 -0.570 -1.97 -1.33 -2.30
C -1.421 -0.421 -0.226 -0.62 -0.07 1.12
C -0.400 -1.515 0.138 -0.34 -0.26 -0.04
C 0.574 -1.988 -0.963 1.29 0.09 1.81
C 1.795 -1.184 -1.191 -0.89 -1.40 -1.11
C 2.321 -0.022 -0.484 0.79 1.09 0.90
C 1.448 0.895 0.436 0.55 0.11 -0.32
C -0.063 -3.105 3.471 -0.06 0.13 -0.06
H 0.195 2.659 0.048 -0.01 -0.25 0.47
H -1.900 1.651 -0.543 0.48 -0.33 0.44
H -2.074 -0.800 -1.024 -0.05 -0.08 0.26
H -2.102 -0.331 0.642 0.08 -0.45 0.04
H 0.171 -1.218 1.021 0.01 -0.14 -0.28
H -0.981 -2.400 0.457 0.06 0.31 -0.08
H 0.896 -3.021 -0.705 -0.48 -0.48 0.25
H 2.535 -1.649 -1.861 -0.22 -0.02 0.36
H 2.771 0.636 -1.251 -0.02 0.14 0.43
H 3.213 -0.310 0.113 -0.15 0.24 0.30
H 1.141 0.374 1.353 -0.12 0.06 -0.20
H 2.107 1.693 0.810 0.01 -0.23 -0.19
H 0.710 -3.489 4.145 -0.13 -0.10 -0.18
H 0.262 -3.206 2.433 -0.01 -0.16 0.16
H -0.994 -3.657 3.629 0.16 -0.02 -0.06
C -0.469 3.471 5.571 -0.04 -0.18 -0.23
C -1.662 2.775 5.350 0.09 -0.40 0.13
C -1.626 1.448 4.884 0.12 1.12 0.21
C -0.393 0.866 4.603 -0.17 -0.63 -0.24
C 0.801 1.547 4.817 -0.19 0.95 0.18
C 0.759 2.869 5.286 0.02 -0.42 0.14
H -0.495 4.487 5.965 -0.01 -0.21 -0.13
H -2.620 3.242 5.581 0.24 -0.06 -0.07
H -2.558 0.896 4.739 0.30 0.23 0.02
H 1.761 1.064 4.616 -0.26 0.23 0.04
H 1.693 3.401 5.467 -0.24 -0.02 -0.05
```
Forces are in eV/Å.

Calculated values
- HOMO: -4.33 eV
- LUMO: 0.41 eV
- Total energy: -45105.8715 eV
- Gap between HOMO and LUMO: 4.74 eV
- Relative energy (zero: lowest compared OMol25 entry of this formula, charge and spin): 34.2 kcal/mol

Here are the Mulliken charges for atoms 1 to 8, given in e: 0.881, 1.255, -1.106, -1.468, 0.588, 0.683, 0.519, 0.695

ORCA calculation (ωB97M-V with the def2-TZVPD basis set) on the molecule C4H6O2.

Structure (XYZ):
```
12
Properties=species:S:1:pos:R:3:forces:R:3
C 0.192 -1.582 -1.477 -3.24 -0.48 -1.98
C 0.246 -0.180 -0.920 3.71 -0.42 -0.41
C -0.072 0.292 0.246 -2.99 -2.31 2.89
O 0.505 1.414 0.826 -0.81 -0.26 -0.08
C -0.216 1.747 1.940 1.67 5.20 -1.63
O -1.000 1.076 2.460 -1.95 -1.59 2.28
H -0.908 -1.929 -1.321 1.56 0.39 -0.62
H 0.726 -2.422 -0.926 0.14 1.52 -0.99
H 0.339 -1.482 -2.702 -0.07 -0.85 3.42
H 1.144 0.359 -1.227 -0.15 0.26 -0.88
H -0.856 -0.230 0.975 1.86 1.16 -1.95
H -0.100 2.936 2.125 0.27 -2.62 -0.04
```
Forces are in eV/Å.

Calculated values
- HOMO: -9.46 eV
- LUMO: 0.99 eV
- Structure (SMILES): C/C=C/OC=O
- Total energy: -8337.7215 eV
- Gap between HOMO and LUMO: 10.45 eV
- Relative energy (zero: lowest compared OMol25 entry of this formula, charge and spin): 63.2 kcal/mol

Here are the Mulliken charges for atoms 1 to 8, given in e: -0.845, -0.106, -0.158, -0.287, 0.242, -0.396, 0.255, 0.270